Below is C8H17BOS in the gas phase in a non-equilibrium geometry, with properties calculated with ωB97M-V with the def2-TZVPD basis set.

Each line ends with the Löwdin charge.
Element x y z (Å)
B (-1.40496, -0.11546, -0.26924)  -0.84
C (0.80101, -0.68289, -1.02746)  -0.21
C (1.57820, -1.68941, 1.07805)  0.08
C (1.97955, -0.89279, -0.01633)  -0.58
C (2.51859, 0.51484, 0.36286)  -0.05
C (3.25528, -1.56785, -0.65222)  -0.07
C (-2.13292, 2.29422, 0.45949)  -0.11
C (-3.83652, 0.72366, 0.00219)  -0.16
C (-2.46062, 0.82179, 0.57454)  -0.38
O (-0.11423, 0.23065, -0.54698)  -0.03
S (-1.88094, -1.74971, -0.84228)  0.84
H (1.21018, -0.14166, -1.87050)  0.13
H (0.25569, -1.62524, -1.26598)  0.06
H (0.49151, -1.71000, 1.31431)  0.07
H (2.17526, -2.34265, 1.68524)  0.07
H (1.78439, 1.13193, 0.93869)  0.09
H (2.80975, 1.04407, -0.62027)  0.12
H (3.37800, 0.44622, 1.03222)  0.08
H (4.29557, -1.39524, -0.18631)  0.11
H (3.50417, -1.15042, -1.64921)  0.08
H (3.33744, -2.59456, -0.93665)  0.06
H (-2.64956, 2.89714, 1.21773)  0.08
H (-2.47963, 2.62202, -0.59840)  0.12
H (-1.11114, 2.54396, 0.72727)  0.07
H (-4.23109, -0.32537, 0.06805)  0.07
H (-4.73956, 1.02466, 0.48854)  0.07
H (-3.90047, 1.03294, -1.10132)  0.12
H (-2.43294, 0.65516, 1.63396)  0.12

Its spin multiplicity is 1. Its HOMO energy (alpha / beta) is -9.95 / -7.99 eV. The largest force on an atom comes out at 4.00 eV/A. Its HOMO-LUMO gap (alpha / beta) is 10.17 / 5.86 eV.

***

Below is a molecular structure, C35H55N7O5S2Si2Ti in a non-equilibrium geometry, with properties calculated with ωB97M-V with the def2-TZVPD basis set.

Each line ends with the Löwdin charge.
Element x y z (Å)
Ti (-0.78970, 0.76292, -0.35362)  0.48
S (0.91159, 0.03608, -1.79502)  0.66
C (1.25791, 1.62984, -2.50626)  -0.82
N (2.31894, 1.70018, -3.27710)  -0.05
N (2.49881, 2.99839, -3.78927)  -0.03
C (3.71185, 3.60549, -3.62597)  -0.27
C (3.85224, 4.97523, -3.92027)  -0.06
C (5.08274, 5.59706, -3.83742)  -0.15
C (6.22065, 4.88729, -3.46193)  -0.16
C (6.08247, 3.53736, -3.15586)  -0.13
C (4.85731, 2.89693, -3.22671)  -0.04
N (0.43576, 2.66392, -2.30488)  -0.06
N (-0.60937, 2.42528, -1.45681)  -0.21
C (-1.37395, 3.58914, -1.30744)  -0.30
C (-0.72989, 4.82217, -1.11921)  -0.03
C (-1.46466, 5.96842, -0.86861)  -0.12
C (-2.85677, 5.92813, -0.81684)  -0.14
C (-3.49936, 4.71550, -1.03430)  -0.11
C (-2.77162, 3.56103, -1.28094)  -0.07
H (1.68790, 3.59352, -3.63919)  0.10
H (2.97221, 5.54021, -4.20792)  0.10
H (5.15503, 6.65611, -4.06276)  0.08
H (7.18372, 5.37801, -3.39288)  0.07
H (6.94990, 2.96869, -2.83706)  0.09
H (4.74193, 1.85765, -2.95577)  0.09
H (0.35164, 4.83108, -1.14847)  0.10
H (-0.94511, 6.90699, -0.70727)  0.09
H (-3.42718, 6.83001, -0.62597)  0.08
H (-4.58276, 4.66241, -1.01750)  0.09
H (-3.27733, 2.61927, -1.44322)  0.07
C (2.77196, -3.22852, 2.30010)  -0.03
C (2.54659, -2.14073, 1.25301)  -0.64
C (3.07235, -2.58929, -0.10765)  -0.03
C (3.23200, -0.84133, 1.66484)  -0.02
O (1.16539, -1.82439, 1.17007)  -0.16
Si (-0.20028, -2.70987, 1.00574)  -0.12
S (-1.76706, -1.42541, 0.64295)  0.41
O (0.16649, -3.80514, -0.18386)  -0.15
C (-0.47644, -4.99775, -0.59968)  -0.65
C (-0.17253, -5.14124, -2.08830)  -0.03
C (0.13382, -6.16247, 0.18108)  -0.03
C (-1.98566, -4.95406, -0.37556)  -0.04
O (-0.40321, -3.72224, 2.31535)  -0.16
C (-1.10448, -3.60523, 3.54515)  -0.66
C (-0.80353, -2.27031, 4.21056)  -0.04
C (-2.60547, -3.75587, 3.30826)  -0.05
C (-0.59604, -4.75737, 4.40972)  -0.04
H (3.84301, -3.38612, 2.45402)  0.08
H (2.31813, -4.16875, 1.97995)  0.08
H (2.31734, -2.93717, 3.24918)  0.07
H (4.14867, -2.77582, -0.04683)  0.08
H (2.88764, -1.81219, -0.84902)  0.05
H (2.56702, -3.50078, -0.42685)  0.07
H (4.31845, -0.95924, 1.67661)  0.08
H (2.89553, -0.54283, 2.66103)  0.08
H (2.96403, -0.05964, 0.95187)  0.08
H (0.90762, -5.13160, -2.24419)  0.08
H (-0.60550, -4.30624, -2.63893)  0.07
H (-0.57884, -6.07838, -2.47922)  0.08
H (1.20753, -6.21399, -0.01337)  0.08
H (-0.32207, -7.11150, -0.11498)  0.08
H (-0.01802, -6.00541, 1.24924)  0.07
H (-2.42023, -4.06976, -0.83832)  0.06
H (-2.21398, -4.92399, 0.69011)  0.06
H (-2.45009, -5.84519, -0.80663)  0.08
H (-1.14851, -1.43768, 3.59936)  0.04
H (0.27418, -2.15126, 4.34393)  0.08
H (-1.28355, -2.21499, 5.19184)  0.09
H (-2.94165, -3.01089, 2.58657)  0.04
H (-3.15274, -3.61436, 4.24381)  0.08
H (-2.83163, -4.75336, 2.92327)  0.07
H (0.47148, -4.63466, 4.60202)  0.08
H (-0.74657, -5.70717, 3.89213)  0.08
H (-1.12576, -4.78843, 5.36540)  0.08
O (2.01422, 2.92141, 0.19633)  0.05
C (1.63204, 2.41380, 1.22835)  -0.52
C (2.31821, 2.68791, 2.57462)  -0.10
C (1.47326, 1.92585, 3.57359)  -0.11
C (0.39275, 1.26940, 2.70586)  -0.53
O (-0.51903, 0.62631, 3.19792)  0.00
N (0.56244, 1.56100, 1.38288)  0.07
H (2.33646, 3.76738, 2.73264)  0.11
H (3.35257, 2.34898, 2.50648)  0.11
H (0.98381, 2.55068, 4.32269)  0.11
H (2.00959, 1.13836, 4.10574)  0.10
N (-3.32768, 3.23798, 2.19080)  0.08
C (-4.29379, 2.28485, 1.94392)  -0.08
C (-3.68749, 1.34501, 1.17056)  -0.14
N (-2.38629, 1.71362, 0.93745)  -0.03
C (-2.20174, 2.85110, 1.56123)  -0.18
H (-3.44096, 4.09932, 2.69153)  0.15
H (-5.29108, 2.35857, 2.33695)  0.10
H (-4.08162, 0.42615, 0.77453)  0.08
H (-1.28687, 3.41925, 1.55154)  0.14
C (-4.36681, -0.04636, -1.91683)  -0.26
Si (-2.47413, 0.03417, -2.26966)  0.42
C (-2.37098, 1.10765, -3.84416)  -0.24
C (-2.12547, -1.70393, -2.95885)  -0.26
H (-4.89592, -0.36932, -2.82146)  0.01
H (-4.79066, 0.91610, -1.61373)  0.00
H (-4.58295, -0.77531, -1.12947)  0.00
H (-3.03190, 0.71616, -4.62731)  0.01
H (-1.34446, 1.09286, -4.22031)  0.02
H (-2.63102, 2.15372, -3.67104)  0.00
H (-2.86710, -1.97801, -3.71890)  0.02
H (-2.14561, -2.44329, -2.15868)  -0.03
H (-1.13208, -1.72305, -3.41248)  0.01

The energy above the lowest of the compared OMol25 structures with the same formula, charge and spin is 20.6 kcal per mole. Its spin multiplicity is 1. Its HOMO energy (alpha / beta) is -0.28 / -0.29 eV. The largest force on an atom comes out at 1.27 eV/A. As for the net charge: -2. Its HOMO-LUMO gap (alpha / beta) is 4.20 / 4.21 eV.